Record 1
ORCA calculation (ωB97M-V/def2-TZVPD) on 7 unconnected molecules or ions with the total composition C37H69B2FN3O19S.

Values from the calculation:
Total charge: +1
LUMO, eV: -5.39
HOMO-LUMO gap, Eh: 0.2076
Energy above the lowest of the compared OMol25 structures with the same formula, charge and spin, eV: 7.614
HOMO energy, eV: -11.036
Molar mass, g mol⁻¹: 932.65

```
132
C37H69B2FN3O19S | OMol25 | ωB97M-V/def2-TZVPD
C 5.638 -2.731 1.866
C 4.018 -2.899 2.234
S 3.841 -2.383 4.024
C 2.956 -0.696 4.164
N 1.886 -0.515 3.072
C 2.102 0.432 1.872
C 3.499 1.289 1.620
C 4.565 0.415 0.673
F 4.721 1.143 -0.642
C 0.950 0.654 0.680
C 1.147 1.620 -0.635
O 0.362 2.866 -0.343
N 0.762 3.418 0.815
O 0.003 4.376 1.049
C -0.521 -0.133 0.782
C -1.738 0.060 -0.321
O -1.847 -0.699 -1.441
O -2.813 1.097 -0.173
C -0.694 -1.108 2.090
B -2.130 -1.883 2.285
O -3.333 -0.995 2.466
O -2.343 -3.342 2.345
C -1.511 -4.073 1.378
C 0.538 -1.258 3.189
B 0.169 -2.276 4.471
N 0.740 -3.697 4.348
O -0.614 -1.795 5.648
H 6.195 -3.410 2.674
H 6.036 -1.636 2.061
H 5.903 -3.145 0.802
H 3.314 -2.344 1.482
H 3.800 -4.071 2.198
H 3.821 0.091 4.106
H 2.500 -0.572 5.261
H 4.019 1.651 2.609
H 3.304 2.286 0.992
H 5.635 0.356 1.141
H 4.124 -0.650 0.378
H 2.255 1.898 -0.885
H 0.640 1.174 -1.619
H -2.649 1.598 0.685
H -3.016 -0.074 2.160
H -1.674 -5.232 1.615
H -0.346 -3.896 1.546
H -1.841 -3.921 0.263
H -0.089 -4.321 4.121
H 1.183 -3.984 5.254
H -1.222 -1.029 5.377
O 3.684 1.799 5.443
C 2.839 2.448 6.051
O 1.989 3.262 5.385
C 0.836 3.895 5.973
C 1.212 5.216 6.614
C 2.790 2.429 7.551
H 0.325 3.221 6.666
H 0.135 4.082 5.152
H 1.917 5.077 7.437
H 0.324 5.724 7.000
H 1.702 5.870 5.884
H 3.460 3.198 7.944
H 3.132 1.448 7.896
H 1.789 2.560 7.957
O 3.522 3.586 -7.411
C 3.315 3.602 -6.202
O 2.064 3.431 -5.717
C 1.749 3.222 -4.327
C 1.584 4.545 -3.605
C 4.424 3.910 -5.239
H 2.485 2.570 -3.848
H 0.797 2.681 -4.305
H 2.512 5.123 -3.608
H 1.281 4.382 -2.568
H 0.826 5.160 -4.102
H 4.493 4.991 -5.099
H 5.364 3.543 -5.665
H 4.316 3.414 -4.276
O 6.244 -0.872 -2.464
C 5.800 -0.959 -3.605
O 6.640 -1.038 -4.663
C 6.230 -1.353 -6.007
C 5.803 -0.104 -6.751
C 4.324 -0.881 -3.861
H 5.461 -2.131 -6.014
H 7.107 -1.783 -6.503
H 4.931 0.363 -6.284
H 5.557 -0.338 -7.789
H 6.606 0.642 -6.739
H 4.032 0.165 -3.978
H 3.800 -1.304 -2.998
H 4.000 -1.459 -4.725
O -4.343 -5.133 -0.084
C -5.189 -4.398 0.417
O -6.023 -4.866 1.374
C -6.898 -4.042 2.167
C -8.223 -3.825 1.464
C -5.385 -2.999 -0.088
H -6.411 -3.103 2.447
H -7.073 -4.588 3.100
H -8.093 -3.286 0.521
H -8.907 -3.255 2.098
H -8.687 -4.785 1.219
H -6.091 -3.011 -0.921
H -4.421 -2.620 -0.441
H -5.721 -2.302 0.678
O 1.541 7.596 -2.859
C 0.371 7.939 -2.994
O -0.074 8.405 -4.183
C -1.461 8.630 -4.504
C -1.897 10.017 -4.075
C -0.567 7.944 -1.823
H -2.096 7.842 -4.090
H -1.542 8.551 -5.593
H -1.826 10.143 -2.991
H -2.929 10.208 -4.379
H -1.250 10.778 -4.525
H -0.492 8.902 -1.304
H -0.270 7.142 -1.138
H -1.602 7.743 -2.092
O -8.777 -9.510 -2.839
C -7.889 -9.206 -2.049
O -8.080 -9.342 -0.717
C -7.042 -9.218 0.274
C -6.865 -7.773 0.695
C -6.611 -8.586 -2.532
H -6.109 -9.673 -0.072
H -7.369 -9.805 1.139
H -6.543 -7.147 -0.143
H -6.123 -7.691 1.493
H -7.814 -7.360 1.052
H -6.735 -7.503 -2.593
H -6.393 -8.977 -3.532
H -5.747 -8.831 -1.917
```



Record 2
ORCA calculation (ωB97M-V/def2-TZVPD) on 10 unconnected molecules or ions with the total composition C37H69N2O27S.

Values from the calculation:
Total charge: +1
LUMO, eV: -5.04
HOMO-LUMO gap, Eh: 0.2376
Energy above the lowest of the compared OMol25 structures with the same formula, charge and spin, eV: 10.874
HOMO energy, eV: -11.508
Molar mass, g mol⁻¹: 1006.01

```
136
C37H69N2O27S | OMol25 | ωB97M-V/def2-TZVPD
C -1.204 -0.389 5.159
C -0.013 -0.175 4.012
S 1.592 -1.019 4.482
C 3.073 0.116 4.315
C 2.617 1.634 4.736
C 2.510 1.984 6.341
C 1.991 3.531 6.704
C 1.644 4.582 5.491
N 1.775 4.160 4.020
C 2.235 2.768 3.583
C 2.345 2.271 2.010
C 1.845 3.458 0.942
N 2.756 4.489 0.730
H -1.203 0.460 5.981
H -2.234 -0.257 4.574
H -1.196 -1.468 5.617
H 0.060 0.979 3.833
H -0.405 -0.640 2.985
H 3.572 0.072 3.236
H 3.912 -0.302 5.054
H 2.747 1.212 7.199
H 1.876 3.871 7.823
H 1.257 5.654 5.764
H 1.500 4.900 3.306
H 1.756 1.250 1.825
H 3.482 2.055 1.727
H 0.783 3.413 0.419
H 2.351 5.179 0.053
C 0.883 -4.543 -1.647
O 1.105 -4.960 -0.301
C 0.818 -4.016 0.631
O 0.403 -2.890 0.406
O 1.073 -4.543 1.855
C 0.815 -3.655 2.941
H 1.145 -5.375 -2.306
H -0.172 -4.297 -1.805
H 1.523 -3.691 -1.897
H -0.243 -3.373 2.966
H 1.452 -2.767 2.874
H 1.053 -4.179 3.870
C 5.084 7.177 2.041
O 4.605 7.911 0.916
C 4.500 9.248 1.126
O 4.774 9.835 2.161
O 4.037 9.817 -0.015
C 3.875 11.233 0.059
H 5.129 6.121 1.761
H 6.093 7.503 2.314
H 4.400 7.280 2.889
H 4.836 11.721 0.253
H 3.143 11.498 0.828
H 3.501 11.581 -0.907
C 5.779 -9.095 0.141
O 4.976 -8.705 1.253
C 3.739 -8.256 0.919
O 3.290 -8.169 -0.213
O 3.090 -7.922 2.063
C 1.766 -7.431 1.863
H 6.744 -9.436 0.525
H 5.311 -9.924 -0.400
H 5.954 -8.245 -0.526
H 1.138 -8.193 1.390
H 1.780 -6.514 1.265
H 1.341 -7.195 2.843
C 1.116 8.187 0.008
O -0.274 8.495 -0.072
C -0.986 7.661 -0.871
O -0.539 6.712 -1.496
O -2.281 8.066 -0.855
C -3.153 7.274 -1.659
H 1.587 8.917 0.672
H 1.267 7.189 0.431
H 1.586 8.266 -0.978
H -3.174 6.239 -1.302
H -2.854 7.317 -2.711
H -4.162 7.688 -1.571
C -2.894 -4.300 1.897
O -3.295 -4.199 3.262
C -4.526 -3.657 3.444
O -5.276 -3.270 2.562
O -4.777 -3.621 4.777
C -6.047 -3.071 5.120
H -1.896 -4.746 1.870
H -3.577 -4.951 1.342
H -2.840 -3.309 1.436
H -6.856 -3.673 4.693
H -6.120 -2.030 4.787
H -6.142 -3.091 6.209
C -0.137 -7.889 -2.496
O -0.823 -7.122 -3.483
C -2.032 -7.624 -3.839
O -2.547 -8.638 -3.393
O -2.569 -6.803 -4.776
C -3.852 -7.211 -5.248
H 0.817 -7.396 -2.287
H -0.714 -7.927 -1.566
H 0.071 -8.898 -2.866
H -4.579 -7.223 -4.428
H -3.793 -8.193 -5.728
H -4.186 -6.483 -5.992
C -5.570 -14.913 -4.997
O -4.359 -14.223 -4.691
C -4.525 -12.910 -4.391
O -5.587 -12.309 -4.367
O -3.304 -12.383 -4.123
C -3.325 -10.996 -3.789
H -5.319 -15.953 -5.220
H -6.249 -14.899 -4.138
H -6.050 -14.477 -5.879
H -3.914 -10.826 -2.883
H -3.715 -10.404 -4.623
H -2.296 -10.680 -3.595
C -7.049 2.006 -1.980
O -5.782 1.352 -2.001
C -4.766 2.087 -1.482
O -4.858 3.214 -1.022
O -3.629 1.350 -1.565
C -2.469 2.003 -1.053
H -7.787 1.328 -2.417
H -7.352 2.228 -0.951
H -7.022 2.920 -2.582
H -2.589 2.224 0.013
H -2.258 2.916 -1.618
H -1.620 1.323 -1.169
C 3.251 14.977 -5.532
O 3.550 14.053 -4.488
C 4.310 12.998 -4.876
O 4.734 12.796 -6.004
O 4.516 12.207 -3.794
C 5.306 11.049 -4.055
H 2.640 15.780 -5.109
H 4.170 15.419 -5.932
H 2.677 14.490 -6.327
H 6.307 11.333 -4.396
H 4.814 10.404 -4.791
H 5.407 10.490 -3.121
```



Record 3
ORCA calculation (ωB97M-V/def2-TZVPD) on a molecular structure, C37H69N4O7S.

Values from the calculation:
Expectation value of S²: 3.762
LUMO (alpha / beta), eV: 0.53 / 0.24
HOMO-LUMO gap (alpha / beta), Eh: 0.3076 / 0.2968
Spin multiplicity: 4
HOMO energy (alpha / beta), eV: -7.836 / -7.837
Molar mass, g mol⁻¹: 714.05

```
118
C37H69N4O7S | OMol25 | ωB97M-V/def2-TZVPD
O -6.129 -0.689 -10.436
S -5.015 -0.963 -9.613
O -4.049 0.079 -9.636
O -4.428 -2.401 -9.946
C -4.035 -3.117 -8.761
C -4.350 -2.115 -7.606
C -4.661 -2.955 -6.381
C -4.786 -2.202 -5.046
C -3.716 -1.119 -4.766
C -2.587 -1.630 -3.861
N -1.891 -0.535 -3.196
C -2.077 -0.210 -1.890
C -1.260 0.839 -1.610
C -0.545 1.170 -2.796
C -0.981 0.299 -3.748
O -5.348 -1.199 -8.032
H -2.958 -3.253 -8.793
H -4.626 -4.015 -8.590
H -3.394 -1.587 -7.515
H -5.641 -3.413 -6.575
H -3.965 -3.796 -6.343
H -4.690 -2.956 -4.256
H -5.772 -1.760 -4.900
H -4.209 -0.307 -4.227
H -3.268 -0.685 -5.661
H -2.949 -2.290 -3.071
H -1.825 -2.183 -4.423
H -2.765 -0.693 -1.214
H -1.174 1.330 -0.652
H 0.192 1.947 -2.899
H -0.687 0.245 -4.786
C -1.401 1.909 5.431
C -1.621 2.431 3.997
C -2.663 3.552 4.012
C -4.084 3.043 4.233
C -4.431 1.982 3.192
C -3.422 0.831 3.139
N -2.007 1.314 3.083
O -1.752 1.681 1.862
C -3.628 -0.087 4.364
C -3.750 -0.057 1.938
C -0.265 3.022 3.612
H -1.062 2.722 6.074
H -2.294 1.512 5.905
H -0.636 1.132 5.449
H -2.631 4.099 3.064
H -2.410 4.277 4.789
H -4.197 2.645 5.245
H -4.787 3.874 4.152
H -5.427 1.581 3.396
H -4.486 2.462 2.209
H -2.779 -0.759 4.501
H -4.512 -0.711 4.226
H -3.799 0.454 5.293
H -3.753 0.498 0.999
H -4.744 -0.488 2.057
H -3.036 -0.880 1.853
H 0.502 2.247 3.556
H 0.047 3.750 4.362
H -0.294 3.544 2.657
C 5.083 1.760 -5.395
C 3.983 2.568 -4.680
C 4.366 4.050 -4.655
C 5.485 4.358 -3.664
C 5.106 3.864 -2.271
C 4.718 2.381 -2.238
N 3.738 2.026 -3.310
O 2.557 2.408 -2.926
C 5.992 1.517 -2.366
C 4.167 2.048 -0.851
C 2.757 2.391 -5.577
H 5.211 2.126 -6.414
H 6.064 1.831 -4.932
H 4.813 0.704 -5.454
H 3.491 4.653 -4.395
H 4.667 4.367 -5.656
H 6.426 3.909 -3.993
H 5.656 5.437 -3.632
H 5.938 4.035 -1.583
H 4.270 4.465 -1.900
H 5.741 0.482 -2.604
H 6.540 1.506 -1.423
H 6.699 1.885 -3.106
H 3.320 2.675 -0.578
H 4.939 2.209 -0.098
H 3.858 1.003 -0.794
H 2.428 1.350 -5.594
H 3.002 2.684 -6.598
H 1.918 3.010 -5.262
C 1.760 -3.380 3.545
C 1.173 -2.470 4.642
C 2.228 -1.453 5.084
C 3.330 -2.072 5.939
C 2.724 -2.797 7.139
C 1.664 -3.833 6.750
N 0.662 -3.286 5.784
O -0.196 -2.567 6.447
C 2.360 -5.077 6.156
C 0.987 -4.345 8.021
C 0.041 -1.729 3.935
H 2.074 -2.778 2.692
H 2.639 -3.940 3.851
H 1.012 -4.091 3.190
H 1.750 -0.651 5.657
H 2.669 -0.978 4.206
H 3.941 -2.755 5.342
H 4.003 -1.288 6.291
H 3.517 -3.287 7.709
H 2.277 -2.054 7.808
H 1.643 -5.716 5.637
H 2.810 -5.676 6.949
H 3.174 -4.841 5.475
H 0.545 -3.542 8.610
H 1.721 -4.839 8.658
H 0.208 -5.071 7.785
H -0.753 -2.415 3.632
H 0.415 -1.237 3.037
H -0.398 -0.951 4.557
```



Question: molar mass of number 1 (C37H69B2FN3O19S)?
Answer: 932.65 g mol⁻¹



Question: What is the formula in the first record?
Answer: C37H69B2FN3O19S